{"formula": "C4H29NO11S", "method": "ωB97M-V with the def2-TZVPD basis set", "species": ["N", "C", "O", "C", "C", "C", "S", "H", "H", "H", "H", "H", "H", "H", "H", "H", "O", "H", "H", "O", "H", "H", "O", "H", "H", "O", "H", "H", "O", "H", "H", "O", "H", "H", "O", "H", "H", "O", "H", "H", "O", "H", "H", "O", "H", "H"], "xyz": [[1.893, 0.537, 0.569], [1.047, -0.516, 0.319], [1.473, -1.612, 0.043], [-0.411, -0.236, 0.396], [-0.867, -1.334, 1.456], [-1.861, -0.737, 2.481], [-2.427, -1.965, 3.662], [2.975, 0.367, 0.817], [1.693, 1.342, 1.095], [-0.772, 0.762, 0.701], [-0.907, -0.333, -0.578], [-1.327, -2.182, 0.876], [0.055, -1.865, 1.895], [-1.257, 0.128, 2.996], [-2.724, -0.335, 2.008], [-1.975, -3.123, 3.211], [2.693, -1.327, 2.718], [2.548, -2.001, 1.914], [3.601, -1.141, 2.580], [-0.024, 4.584, -0.174], [-0.221, 5.292, -0.912], [-0.229, 3.640, -0.576], [2.372, 0.917, -3.301], [2.978, 1.425, -2.796], [2.756, 0.071, -3.530], [-2.144, 2.653, -2.843], [-1.436, 2.070, -3.316], [-2.352, 3.312, -3.517], [-0.311, 0.867, -3.643], [0.532, 0.952, -3.296], [-0.131, 0.916, -4.587], [-0.083, -3.138, -1.223], [0.153, -3.989, -1.421], [0.317, -2.769, -0.514], [1.156, 0.804, 3.445], [1.492, 0.021, 2.911], [0.287, 0.562, 3.876], [1.169, 2.867, 1.488], [1.160, 3.761, 1.348], [1.105, 2.688, 2.422], [-3.070, 0.431, -3.132], [-2.175, 0.769, -3.126], [-3.481, 1.239, -2.886], [1.007, -2.324, -3.609], [0.710, -1.560, -3.022], [0.865, -3.179, -3.213]], "lowdin_charge": [0.16, -0.58, 0.01, -0.07, -0.25, -0.58, 0.71, 0.18, -0.01, 0.12, 0.13, 0.11, 0.12, 0.08, 0.05, -0.16, -0.08, 0.12, 0.03, -0.16, 0.10, 0.09, -0.01, 0.04, 0.06, -0.12, 0.03, 0.05, -0.01, -0.02, 0.10, 0.02, 0.01, -0.07, -0.10, 0.02, 0.06, -0.03, -0.01, 0.04, -0.07, -0.05, 0.00, -0.09, 0.05, 0.00], "homo_lumo_gap_ev": 9.2, "de_lowest_ev": 1.923, "homo_energy_ev": -9.09, "smiles": "NC(=O)CCCS.O.O.O.O.O.O.O.O.O.O"}